{"formula": "C46H64GeN2OS3Sb2Ti", "method": "ωB97M-V/def2-TZVPD", "homo_lumo_gap_ev": 6.667, "spin_multiplicity": 1, "de_lowest_kj_mol": 7.5, "e_tot_ev": -178979.2914, "elements": ["Ti", "C", "N", "C", "C", "N", "C", "C", "C", "C", "C", "C", "C", "S", "C", "C", "C", "C", "C", "C", "S", "H", "H", "H", "H", "H", "H", "H", "H", "H", "H", "H", "H", "H", "H", "H", "H", "H", "H", "C", "Sb", "C", "C", "C", "C", "C", "C", "C", "C", "C", "Sb", "C", "C", "H", "H", "H", "H", "H", "H", "H", "H", "H", "H", "H", "H", "H", "H", "H", "H", "H", "H", "H", "H", "C", "C", "O", "S", "C", "C", "C", "C", "C", "C", "C", "C", "H", "H", "H", "H", "H", "H", "H", "C", "C", "C", "C", "Ge", "C", "C", "C", "C", "H", "H", "H", "H", "H", "H", "H", "H", "H", "H", "H", "H", "H", "H", "H", "H", "H", "H", "H"], "xyz": [[-1.2419, 0.7551, 0.3894], [-4.0156, 0.7318, -1.4849], [-3.6212, 1.3789, -0.2081], [-3.7070, 2.8370, -0.3338], [-2.5817, 3.3565, -1.1852], [-1.2121, 2.9416, -0.7361], [-0.3983, 2.9519, -1.9764], [-0.7315, 3.9532, 0.2074], [-0.0246, 5.0755, -0.2048], [0.3074, 6.0775, 0.6977], [-0.0930, 5.9747, 2.0201], [-0.7773, 4.8467, 2.4428], [-1.0761, 3.8157, 1.5543], [-1.7476, 2.3156, 2.1673], [-4.4995, 0.8695, 0.8259], [-5.6858, 1.4914, 1.1839], [-6.5159, 0.9150, 2.1368], [-6.1658, -0.2938, 2.7174], [-4.9800, -0.9177, 2.3574], [-4.1365, -0.3363, 1.4167], [-2.6165, -1.1010, 0.9790], [-5.0355, 1.0274, -1.7546], [-3.9670, -0.3475, -1.3635], [-3.3236, 0.9998, -2.2777], [-3.6862, 3.2757, 0.6612], [-4.6464, 3.1318, -0.8193], [-2.6211, 4.4488, -1.2136], [-2.7040, 3.0028, -2.2083], [-0.5656, 3.8744, -2.5400], [-0.6882, 2.1055, -2.5866], [0.6522, 2.8668, -1.7332], [0.2785, 5.1912, -1.2350], [0.8686, 6.9375, 0.3576], [0.1494, 6.7560, 2.7286], [-1.0498, 4.7271, 3.4837], [-5.9743, 2.4301, 0.7305], [-7.4340, 1.4124, 2.4198], [-6.8102, -0.7498, 3.4578], [-4.6918, -1.8574, 2.8117], [-0.5349, 0.6166, 5.0517], [-0.2284, -0.5369, 3.2678], [-1.4362, -2.1876, 3.8814], [1.7199, -1.3859, 3.8068], [1.6663, -2.8745, 3.9132], [1.4192, -3.4557, 5.1580], [1.2663, -4.8233, 5.3091], [1.3649, -5.6456, 4.1963], [1.6397, -5.0857, 2.9599], [1.8051, -3.7101, 2.7922], [2.1469, -3.1768, 1.4389], [0.5100, -2.3630, 0.2473], [1.7604, -2.2319, -1.4880], [-0.4132, -4.2452, -0.2224], [0.0827, 1.5135, 5.0251], [-0.2875, 0.0235, 5.9325], [-1.5803, 0.9195, 5.0974], [-1.0404, -2.6269, 4.7949], [-1.4760, -2.9422, 3.0974], [-2.4444, -1.8122, 4.0561], [1.9839, -0.9388, 4.7664], [2.4351, -1.0365, 3.0652], [1.3367, -2.8092, 6.0255], [1.0730, -5.2431, 6.2879], [1.2464, -6.7172, 4.2918], [1.7472, -5.7300, 2.0939], [2.5690, -3.9692, 0.8183], [2.8842, -2.3736, 1.4906], [2.2067, -3.2062, -1.6897], [2.5519, -1.5079, -1.2917], [1.1873, -1.9002, -2.3497], [0.2666, -4.8784, -0.7928], [-1.3223, -4.0673, -0.7965], [-0.6859, -4.7532, 0.7032], [-2.6989, -4.0843, -9.7548], [-2.4582, -3.5600, -8.3603], [-3.2562, -3.6167, -7.4676], [-0.8214, -2.8628, -8.1995], [-0.8860, -2.1723, -6.5714], [-0.7768, -0.7943, -6.4240], [-0.7884, -0.2318, -5.1593], [-0.9255, -1.0373, -4.0265], [-1.0411, -2.4207, -4.1901], [-1.0132, -2.9857, -5.4523], [-0.9427, -0.4582, -2.7163], [-0.9541, -0.0003, -1.5874], [-3.5811, -4.7191, -9.7528], [-1.8337, -4.6437, -10.1114], [-2.8525, -3.2419, -10.4299], [-0.6832, -0.1665, -7.3003], [-0.6937, 0.8399, -5.0407], [-1.1507, -3.0472, -3.3140], [-1.0969, -4.0572, -5.5723], [6.1764, 0.9972, -2.0770], [4.7271, 1.4635, -2.1428], [3.9717, 1.2099, -0.8420], [2.5278, 1.7081, -0.8838], [1.4252, 1.1701, 0.6951], [1.8979, 2.3641, 2.2163], [3.3631, 2.6995, 2.5293], [4.0928, 1.6640, 3.3929], [4.7638, 0.5452, 2.6009], [6.7046, 1.1828, -3.0131], [6.2305, -0.0737, -1.8693], [6.7157, 1.5146, -1.2804], [4.2080, 0.9523, -2.9601], [4.6897, 2.5320, -2.3790], [4.5187, 1.6727, -0.0172], [3.9839, 0.1341, -0.6305], [2.0415, 1.2740, -1.7643], [2.5145, 2.7961, -1.0090], [2.0944, -0.2101, 0.9815], [1.4233, 1.9528, 3.1138], [1.3624, 3.2930, 2.0143], [3.3820, 3.6635, 3.0470], [3.9284, 2.8575, 1.6060], [3.3818, 1.2374, 4.1086], [4.8555, 2.1676, 3.9927], [4.0602, 0.0494, 1.9306], [5.1909, -0.2107, 3.2627], [5.5723, 0.9428, 1.9832]]}

{"formula": "C46H67Br55FNO5PS", "method": "ωB97M-V/def2-TZVPD", "homo_lumo_gap_ev": 5.586, "charge": -1, "spin_multiplicity": 1, "e_tot_ev": -3935679.1740, "elements": ["C", "C", "C", "C", "C", "C", "C", "C", "C", "C", "C", "C", "C", "P", "Br", "O", "C", "C", "S", "O", "O", "C", "C", "C", "C", "O", "N", "C", "C", "C", "C", "C", "C", "C", "C", "C", "F", "O", "H", "H", "H", "H", "H", "H", "H", "H", "H", "H", "H", "H", "H", "H", "H", "H", "H", "H", "H", "H", "H", "H", "H", "H", "H", "H", "H", "H", "H", "H", "H", "H", "H", "H", "H", "H", "H", "H", "H", "H", "H", "H", "H", "H", "H", "H", "H", "H", "H", "C", "Br", "Br", "Br", "H", "C", "Br", "Br", "Br", "H", "C", "Br", "Br", "Br", "H", "C", "Br", "Br", "Br", "H", "C", "Br", "Br", "Br", "H", "C", "Br", "Br", "Br", "H", "C", "Br", "Br", "Br", "H", "C", "Br", "Br", "Br", "H", "C", "Br", "Br", "Br", "H", "C", "Br", "Br", "Br", "H", "C", "Br", "Br", "Br", "H", "C", "Br", "Br", "Br", "H", "C", "Br", "Br", "Br", "H", "C", "Br", "Br", "Br", "H", "C", "Br", "Br", "Br", "H", "C", "Br", "Br", "Br", "H", "C", "Br", "Br", "Br", "H", "C", "Br", "Br", "Br", "H"], "xyz": [[0.5116, 4.5837, -0.9560], [1.3280, 3.9146, 0.2616], [1.6095, 4.9165, 1.4999], [0.5434, 4.7461, 2.6938], [-0.9680, 4.7144, 2.1061], [-2.0831, 5.0503, 3.2225], [-3.5996, 4.8595, 2.6546], [-3.8981, 5.7621, 1.3620], [-4.9331, 5.0958, 0.3173], [-4.3907, 3.6548, -0.1571], [-4.7536, 3.2756, -1.6774], [-6.0447, 2.2877, -1.7925], [-5.9323, 1.4777, -3.1747], [-5.0383, -0.2038, -3.0411], [-7.0309, -1.0090, -2.1995], [-4.3301, -1.7783, -3.2417], [-3.9125, -2.2836, -1.9252], [-2.8957, -3.4536, -2.3464], [-1.5796, -3.8516, -1.1184], [-1.9433, -3.5902, 0.3193], [-1.2770, -5.3466, -1.2277], [-3.4270, -1.0464, -1.0149], [-1.9546, -0.4282, -1.1642], [-1.3034, -0.5089, -2.6245], [0.0754, 0.3573, -2.5519], [0.7021, 0.5781, -3.6261], [0.5544, 0.9224, -1.2666], [1.8052, 0.2831, -0.7846], [3.2149, 0.8573, -1.1794], [4.5107, 0.1962, -0.6162], [4.4428, -1.0526, 0.3158], [3.0486, -1.6522, 0.7113], [1.7861, -0.9676, 0.1331], [-3.7714, -1.0124, 0.5637], [-4.7643, -2.1542, 1.0713], [-4.6242, -2.4186, 2.6792], [-6.1642, -1.7529, 0.8885], [-4.2600, 0.0737, -1.5106], [-0.4955, 4.0467, -1.0453], [0.2931, 5.6891, -0.7729], [1.0613, 4.5194, -1.9602], [0.6803, 3.0533, 0.6620], [2.2984, 3.4869, -0.1582], [1.6528, 6.0094, 1.1716], [2.6436, 4.6340, 1.9270], [0.8075, 3.7555, 3.2257], [0.6728, 5.5713, 3.4857], [-0.9746, 5.4405, 1.2236], [-1.1746, 3.6393, 1.7329], [-1.9436, 4.2874, 4.0659], [-1.9074, 6.1100, 3.6241], [-3.7105, 3.7331, 2.4754], [-4.3284, 5.1816, 3.4832], [-2.9655, 6.0443, 0.7554], [-4.3591, 6.7568, 1.7196], [-4.9697, 5.8111, -0.5903], [-6.0113, 5.0543, 0.7153], [-3.2457, 3.6169, -0.0609], [-4.8933, 2.8809, 0.5333], [-4.9746, 4.2307, -2.2797], [-3.8744, 2.7233, -2.1543], [-6.9538, 2.9888, -1.8697], [-6.1971, 1.6418, -0.8666], [-6.9992, 1.2612, -3.5347], [-5.3993, 2.1311, -3.9469], [-3.9904, 0.4606, -3.7863], [-5.5907, -0.4533, -4.3650], [-4.8513, -2.8824, -1.5917], [-2.4980, -3.1813, -3.3948], [-3.5291, -4.4098, -2.4785], [-0.4121, -3.1762, -1.5372], [-2.0198, 0.6751, -0.8342], [-1.2748, -0.9592, -0.4158], [-1.9351, -0.0496, -3.4604], [-0.9936, -1.5522, -2.9629], [0.7918, 1.9298, -1.3889], [3.3346, 1.7532, -1.8699], [5.5318, 0.6402, -0.8827], [5.3911, -1.5325, 0.7045], [2.9935, -2.5924, 1.3855], [0.7678, -1.4027, 0.4009], [-4.1800, 0.0097, 0.8666], [-2.7867, -1.1567, 1.1537], [-4.6223, -3.1719, 0.5801], [-3.6258, -2.9149, 2.9202], [-5.4516, -3.1876, 2.9375], [-4.8062, -1.4705, 3.2928], [-8.6161, -0.3519, 2.1108], [-8.8677, -1.7788, 3.4016], [-10.2788, 0.1283, 1.2352], [-7.7460, 1.1905, 2.9023], [-7.9474, -0.7343, 1.3391], [8.8638, 1.2141, -0.2141], [8.6625, -0.2894, 0.9954], [7.2205, 1.5931, -1.1730], [9.5413, 2.7869, 0.6954], [9.6074, 0.9283, -0.9563], [-2.9229, 9.4768, 3.9185], [-4.8581, 9.4975, 3.7915], [-2.2984, 8.1439, 5.1810], [-2.0881, 9.2675, 2.1802], [-2.6182, 10.4483, 4.3036], [6.9518, -4.2999, -1.1561], [6.9757, -5.7179, 0.1705], [6.8758, -5.0011, -2.9648], [5.5282, -3.0173, -0.8134], [7.8951, -3.7629, -1.0633], [-7.6055, -5.2664, -0.1336], [-8.9919, -6.6145, -0.2776], [-6.7813, -5.2675, 1.6188], [-6.2855, -5.4187, -1.5430], [-8.0909, -4.2987, -0.2565], [3.2218, -3.0241, 4.9096], [3.4888, -4.9281, 5.1743], [2.3380, -2.6461, 3.2232], [2.2971, -2.2102, 6.4086], [4.2093, -2.5685, 4.8595], [4.9285, -8.7569, -2.0532], [4.9406, -10.1674, -0.7225], [4.8503, -9.4632, -3.8583], [3.5161, -7.4730, -1.7182], [5.8737, -8.2231, -1.9611], [10.4346, 7.0988, 0.7490], [8.5059, 6.9838, 0.5745], [11.1156, 5.8306, 2.0473], [11.3264, 6.9248, -0.9643], [10.6621, 8.0940, 1.1265], [-10.5940, -6.3078, 3.3869], [-11.8449, -7.3269, 2.3109], [-11.4054, -4.7202, 4.1464], [-9.7475, -7.4070, 4.7411], [-9.8062, -5.9658, 2.7157], [14.5049, 2.9337, 2.6682], [15.0441, 4.7915, 2.8161], [12.8817, 2.7375, 1.6252], [15.9386, 1.8173, 1.9892], [14.2804, 2.5861, 3.6752], [13.4227, 9.5769, 2.3863], [12.1510, 10.2891, 1.1058], [12.5513, 8.5365, 3.7734], [14.8365, 8.5743, 1.5161], [13.8910, 10.4295, 2.8750], [11.1099, -4.6354, -4.5677], [11.7305, -6.4692, -4.4519], [9.6186, -4.4547, -5.7949], [10.7010, -3.9009, -2.8187], [11.9300, -4.0469, -4.9753], [-7.5770, -2.1333, -6.4645], [-6.9607, -0.3017, -6.3356], [-9.2269, -2.2720, -7.4780], [-6.2011, -3.3093, -7.1633], [-7.7965, -2.4667, -5.4506], [4.9410, 9.5282, 1.3329], [4.4254, 8.7664, 3.0403], [5.2646, 8.1563, 0.0010], [3.6586, 10.8448, 0.7137], [5.8838, 10.0500, 1.4883], [-0.2209, -6.2790, -4.7018], [0.3887, -4.4427, -4.5663], [-1.8724, -6.4232, -5.7101], [1.1680, -7.4308, -5.4076], [-0.4357, -6.6209, -3.6894], [1.4929, -8.5143, 3.8282], [-0.4375, -8.5774, 3.6565], [2.1424, -9.7854, 5.1427], [2.3763, -8.7338, 2.1160], [1.7479, -7.5205, 4.1932], [-7.5927, -5.3763, 7.8675], [-6.8644, -7.1336, 7.4846], [-6.1982, -4.0374, 8.0276], [-8.9432, -4.8607, 6.5758], [-8.0857, -5.4401, 8.8361], [-0.0743, -5.9780, -9.1044], [0.7556, -7.6860, -9.4998], [1.2443, -4.5832, -8.8280], [-1.3784, -5.4813, -10.4514], [-0.6144, -6.0961, -8.1662]]}

{"formula": "C46H67Cl2N11OPSTi", "method": "ωB97M-V/def2-TZVPD", "homo_lumo_gap_ev": [4.942, 4.941], "charge": 3, "spin_multiplicity": 1, "de_lowest_kj_mol": 141.5, "e_tot_ev": -135487.0886, "elements": ["Ti", "C", "N", "C", "C", "N", "C", "C", "N", "C", "C", "N", "C", "N", "C", "C", "N", "C", "C", "C", "C", "N", "C", "N", "C", "C", "N", "C", "C", "N", "C", "C", "H", "H", "H", "H", "H", "H", "H", "H", "H", "H", "H", "H", "H", "H", "H", "H", "H", "H", "H", "H", "H", "H", "H", "H", "H", "H", "H", "H", "H", "H", "H", "H", "H", "H", "H", "H", "H", "H", "H", "H", "H", "H", "H", "H", "H", "H", "H", "H", "Cl", "C", "C", "C", "C", "C", "Cl", "C", "S", "H", "H", "H", "O", "N", "C", "C", "C", "C", "C", "C", "C", "P", "C", "C", "C", "C", "C", "C", "C", "C", "C", "C", "C", "C", "H", "H", "H", "H", "H", "H", "H", "H", "H", "H", "H", "H", "H", "H", "H", "H"], "xyz": [[-0.6306, 0.6351, -1.0032], [0.8144, 1.7578, 5.7489], [0.3361, 1.3463, 4.4325], [1.3239, 0.7997, 3.5312], [-0.9469, 1.5671, 4.0218], [-1.2915, 1.3520, 2.7913], [-2.6863, 1.4725, 2.4548], [-3.0737, 0.8198, 1.1259], [-2.5465, 1.3717, -0.2080], [-2.3409, 2.8462, -0.2001], [-1.0925, 3.2835, 0.4951], [0.0543, 2.4475, 0.0803], [1.2259, 3.0733, 0.2538], [1.2505, 4.4106, 0.6072], [1.8139, 4.9006, 1.8572], [0.9759, 5.4113, -0.4152], [2.4014, 2.4718, 0.0828], [2.5531, 1.0594, -0.1563], [3.6709, 3.1963, 0.0980], [-3.6261, 1.1052, -1.2055], [-3.0275, 1.0722, -2.5852], [-2.0058, 0.0180, -2.4990], [-1.9731, -0.8125, -3.5885], [-1.8498, -2.1468, -3.3985], [-2.8305, -2.8613, -2.5835], [-1.1207, -2.9997, -4.3345], [-2.1010, -0.3507, -4.8290], [-1.7465, 1.0067, -5.2345], [-2.6653, -1.1551, -5.9168], [-1.7815, 2.0558, 5.0486], [-2.5335, 3.2786, 4.8276], [-2.3501, 1.1227, 6.0033], [0.3852, 2.7123, 6.0397], [1.8977, 1.8613, 5.7065], [0.5778, 1.0249, 6.5234], [2.0089, 1.5704, 3.1845], [0.8129, 0.3650, 2.6768], [1.9139, 0.0360, 4.0382], [-3.0214, 2.5154, 2.4261], [-3.3145, 0.9729, 3.1989], [-4.1609, 0.9118, 1.0649], [-2.8212, -0.2417, 1.1736], [-3.2015, 3.3449, 0.2507], [-2.2698, 3.1767, -1.2375], [-1.1737, 3.2223, 1.5704], [-0.9618, 4.3268, 0.2254], [2.1294, 4.0784, 2.4873], [1.0580, 5.4707, 2.4027], [2.6716, 5.5573, 1.6861], [0.6120, 4.9314, -1.3241], [1.8873, 5.9617, -0.6672], [0.2353, 6.1358, -0.0667], [1.6255, 0.5343, 0.0638], [3.3266, 0.6654, 0.5068], [2.8471, 0.8782, -1.1921], [3.5177, 4.2600, -0.0370], [4.2909, 2.8330, -0.7213], [4.1997, 3.0234, 1.0377], [-4.4146, 1.8539, -1.1075], [-4.0571, 0.1285, -0.9930], [-2.6119, 2.0423, -2.8674], [-3.8055, 0.8230, -3.3073], [-3.2727, -2.1953, -1.8483], [-2.3553, -3.6975, -2.0807], [-3.6259, -3.2539, -3.2250], [-0.5015, -3.6816, -3.7491], [-0.4715, -2.4019, -4.9698], [-1.7854, -3.6005, -4.9568], [-1.1872, 1.5049, -4.4532], [-2.6414, 1.5835, -5.4737], [-1.1305, 0.9510, -6.1325], [-3.1836, -2.0263, -5.5325], [-1.8983, -1.4633, -6.6273], [-3.3880, -0.5368, -6.4487], [-2.0324, 3.8886, 4.0753], [-2.5615, 3.8505, 5.7567], [-3.5701, 3.1079, 4.5140], [-3.2499, 0.6235, 5.6239], [-2.6295, 1.6601, 6.9105], [-1.6156, 0.3619, 6.2701], [0.7646, -0.7414, -2.6142], [1.6543, 0.2490, -3.7432], [2.5546, -0.3412, -4.6062], [3.2579, 0.4884, -5.4669], [3.0549, 1.8617, -5.4448], [2.1357, 2.4220, -4.5718], [1.8731, 4.1222, -4.5595], [1.4070, 1.6086, -3.6970], [0.2505, 2.3023, -2.5831], [2.7082, -1.4128, -4.5983], [3.9725, 0.0665, -6.1602], [3.6164, 2.5073, -6.1072], [-2.3385, -1.7254, 2.8927], [-0.9970, -1.6564, 2.6131], [-0.2191, -2.1652, 3.4737], [1.2186, -2.3040, 3.2547], [1.9654, -2.5838, 4.3972], [3.3298, -2.8091, 4.3382], [3.9526, -2.7751, 3.1044], [3.2173, -2.5003, 1.9568], [1.8432, -2.2627, 1.9942], [0.8443, -2.0443, 0.4351], [-0.3172, -3.4412, 0.6209], [-1.6527, -3.2717, 0.2910], [-2.5682, -4.2926, 0.5061], [-2.1395, -5.4952, 1.0451], [-0.7958, -5.6825, 1.3525], [0.1146, -4.6596, 1.1460], [1.9896, -2.7514, -0.8450], [1.6529, -3.8956, -1.5653], [2.4971, -4.3873, -2.5563], [3.6834, -3.7395, -2.8568], [4.0199, -2.5802, -2.1673], [3.1759, -2.0892, -1.1864], [-2.4766, -2.2313, 3.7108], [-0.6077, -2.5601, 4.4174], [1.4540, -2.6276, 5.3516], [3.8929, -3.0241, 5.2367], [5.0104, -2.9874, 3.0197], [3.7502, -2.5174, 1.0277], [-1.9718, -2.3076, -0.0919], [-3.6167, -4.1530, 0.2715], [-2.8528, -6.2867, 1.2338], [-0.4580, -6.6284, 1.7550], [1.1583, -4.8056, 1.3983], [0.7358, -4.4264, -1.3546], [2.2285, -5.2935, -3.0845], [4.3414, -4.1326, -3.6208], [4.9451, -2.0626, -2.3887], [3.4575, -1.1819, -0.6722]]}

Asked for max |F| across the records above, the calculation gives 0.563, 5.640, 1.804 eV/Å in order.